{"formula": "C4H11N3O2", "method": "ωB97M-V/def2-TZVPD", "charge": 0, "orbital_gap_ev": 9.97, "multiplicity": 1, "smiles": "[H]/N=C(\\N)NC.CC(=O)O", "de_lowest_ev": 1.434, "symbols": ["C", "C", "N", "N", "N", "H", "H", "H", "H", "H", "H", "H", "H", "C", "C", "O", "O", "H", "H", "H"], "coordinates": [[-0.996, 2.872, -0.086], [0.668, 1.267, 0.727], [0.703, 0.500, 1.740], [-0.591, 1.471, 0.130], [1.702, 1.982, 0.131], [0.576, -1.147, 0.648], [1.545, 0.039, 2.078], [-1.326, 0.807, 0.328], [2.663, 1.706, 0.139], [1.462, 2.768, -0.444], [-0.200, 3.639, 0.034], [-1.839, 3.008, 0.581], [-1.255, 3.122, -1.114], [-0.401, -3.573, -1.217], [-0.662, -2.571, -0.107], [0.505, -1.866, -0.033], [-1.567, -2.350, 0.643], [-1.265, -3.684, -1.855], [-0.312, -4.535, -0.660], [0.591, -3.455, -1.664]], "nbo_charge": [-0.426, 0.607, -0.817, -0.640, -0.854, 0.511, 0.357, 0.415, 0.405, 0.388, 0.196, 0.209, 0.192, -0.729, 0.802, -0.748, -0.589, 0.237, 0.238, 0.247]}


{"formula": "C4H11N3O2", "method": "ωB97M-V/def2-TZVPD", "charge": 0, "orbital_gap_ev": 9.53, "multiplicity": 1, "smiles": "CN=C(N)N.CC(=O)O", "de_lowest_ev": 0.722, "symbols": ["C", "C", "O", "O", "H", "H", "H", "C", "C", "N", "N", "N", "H", "H", "H", "H", "H", "H", "H", "H"], "coordinates": [[0.444, 2.610, -2.361], [-0.486, 1.779, -1.551], [-1.250, 2.207, -0.731], [-0.567, 0.476, -1.972], [0.960, 2.040, -3.122], [1.137, 3.250, -1.813], [-0.162, 3.360, -2.860], [0.516, -2.604, 0.195], [-0.293, -0.796, 1.506], [-1.341, 0.003, 1.833], [-0.405, -1.530, 0.455], [0.812, -0.743, 2.323], [-2.144, -0.082, 1.226], [-1.310, 0.788, 2.459], [-0.599, -0.047, -1.147], [1.636, -1.200, 1.978], [0.722, -0.766, 3.326], [0.471, -2.847, -0.867], [0.308, -3.545, 0.719], [1.553, -2.353, 0.404]], "nbo_charge": [-0.740, 0.792, -0.585, -0.726, 0.233, 0.245, 0.244, -0.425, 0.589, -0.810, -0.624, -0.851, 0.413, 0.398, 0.517, 0.390, 0.394, 0.206, 0.189, 0.152]}


{"formula": "C4H11N3O2", "method": "ωB97M-V/def2-TZVPD", "charge": 0, "orbital_gap_ev": 9.93, "multiplicity": 1, "smiles": "CN=C(N)N.CC(=O)O", "de_lowest_ev": 0.445, "symbols": ["C", "C", "O", "O", "H", "H", "H", "C", "C", "N", "N", "N", "H", "H", "H", "H", "H", "H", "H", "H"], "coordinates": [[2.255, 2.461, 0.984], [1.629, 1.211, 0.444], [1.335, 0.335, 1.414], [1.379, 0.971, -0.714], [3.044, 2.186, 1.682], [1.457, 2.917, 1.583], [2.533, 3.221, 0.263], [-1.936, -0.989, 1.058], [-0.675, -1.144, -0.964], [0.466, -1.457, -1.642], [-0.720, -1.070, 0.303], [-1.826, -1.308, -1.813], [1.301, -1.094, -1.209], [0.473, -1.344, -2.644], [0.631, -0.279, 1.037], [-2.698, -1.260, -1.301], [-1.828, -0.484, -2.391], [-1.659, -0.875, 2.105], [-2.597, -1.859, 0.985], [-2.566, -0.140, 0.819]], "nbo_charge": [-0.724, 0.803, -0.727, -0.647, 0.241, 0.238, 0.233, -0.434, 0.621, -0.786, -0.602, -0.842, 0.410, 0.386, 0.512, 0.371, 0.370, 0.210, 0.187, 0.181]}


{"formula": "C4H11N3O2", "method": "ωB97M-V/def2-TZVPD", "charge": 0, "orbital_gap_ev": 9.55, "multiplicity": 1, "smiles": "[H]/N=C(/N)NC.CC(=O)O", "de_lowest_ev": 1.271, "symbols": ["C", "C", "N", "N", "N", "H", "H", "H", "H", "H", "H", "H", "H", "C", "C", "O", "O", "H", "H", "H"], "coordinates": [[2.352, 1.568, -2.315], [1.115, 0.020, -0.789], [0.701, -1.161, -0.546], [2.193, 0.264, -1.621], [0.244, 1.081, -0.506], [1.082, -1.928, -1.076], [-0.566, -0.409, 2.469], [2.556, -0.531, -2.110], [-0.386, 0.601, 0.123], [0.559, 2.006, -0.265], [1.551, 1.608, -3.060], [3.291, 1.391, -2.822], [2.409, 2.433, -1.660], [-2.533, -1.627, 1.959], [-2.406, -0.130, 2.075], [-1.202, 0.342, 2.454], [-3.304, 0.662, 1.970], [-1.785, -2.226, 2.443], [-2.425, -1.909, 0.895], [-3.446, -2.055, 2.382]], "nbo_charge": [-0.415, 0.587, -0.843, -0.628, -0.831, 0.347, 0.489, 0.387, 0.407, 0.387, 0.196, 0.207, 0.201, -0.756, 0.780, -0.678, -0.564, 0.220, 0.258, 0.248]}


{"formula": "C4H11N3O2", "method": "ωB97M-V/def2-TZVPD", "charge": 0, "orbital_gap_ev": [6.46, 8.92], "multiplicity": 3, "de_lowest_ev": 0.000, "symbols": ["C", "C", "C", "C", "N", "N", "N", "O", "O", "H", "H", "H", "H", "H", "H", "H", "H", "H", "H", "H"], "coordinates": [[-1.819, -0.213, -0.211], [1.879, -1.113, -0.337], [0.623, -0.859, -1.097], [-0.677, -0.020, 0.656], [-0.252, -0.937, 1.576], [-0.186, 1.241, 0.965], [-0.167, 2.250, -0.057], [-2.078, 0.762, -1.159], [-2.406, -1.269, -0.140], [2.366, -0.184, -0.079], [2.624, -1.709, -0.955], [1.554, -1.544, 0.631], [-0.043, -1.764, -1.259], [0.518, -0.304, -2.115], [-0.471, -1.940, 1.312], [-0.638, -0.601, 2.472], [0.695, 1.128, 1.340], [-1.420, 1.541, -1.069], [-0.571, 3.140, 0.276], [0.468, 2.393, -0.749]], "nbo_charge": [0.667, -0.712, -0.343, 0.253, -0.853, -0.423, -0.710, -0.723, -0.607, 0.196, 0.227, 0.242, 0.180, 0.186, 0.418, 0.392, 0.365, 0.495, 0.379, 0.374]}


{"formula": "C4H11N4", "method": "ωB97M-V/def2-TZVPD", "charge": 1, "orbital_gap_ev": 11.19, "multiplicity": 1, "smiles": "CN1CC(N)=N[N@@H+]1C", "de_lowest_ev": 3.731, "symbols": ["C", "C", "C", "C", "N", "N", "N", "N", "H", "H", "H", "H", "H", "H", "H", "H", "H", "H", "H"], "coordinates": [[1.021, 0.070, -1.284], [0.436, 1.126, -0.392], [0.391, 0.184, 1.866], [-1.886, -0.778, -0.605], [0.355, -1.025, -1.171], [-0.294, 0.406, 0.590], [1.959, 0.303, -2.143], [-0.449, -0.898, -0.044], [0.983, 1.957, 0.069], [-0.257, 1.682, -1.151], [1.493, -0.101, 1.562], [0.365, 1.067, 2.426], [-0.270, -0.671, 2.258], [-2.464, -0.595, 0.250], [-1.912, 0.015, -1.246], [-2.156, -1.839, -0.932], [2.163, 1.211, -2.548], [2.106, -0.559, -2.695], [-0.385, -1.673, 0.675]], "nbo_charge": [0.440, -0.330, -0.409, -0.361, -0.374, -0.259, -0.742, -0.087, 0.267, 0.233, 0.194, 0.241, 0.207, 0.219, 0.222, 0.238, 0.434, 0.426, 0.443]}


{"formula": "C4H11N4O12S2V", "method": "ωB97M-V/def2-TZVPD", "charge": -2, "orbital_gap_ev": [5.09, 6.14], "multiplicity": 3, "de_lowest_ev": 2.867, "symbols": ["V", "C", "C", "O", "O", "H", "H", "H", "S", "O", "O", "O", "O", "S", "O", "O", "O", "O", "C", "O", "N", "N", "H", "H", "H", "H", "C", "O", "N", "N", "H", "H", "H", "H"], "coordinates": [[-0.504, -0.342, 0.656], [1.403, -2.818, 3.477], [0.900, -2.214, 2.159], [-0.307, -2.338, 1.877], [1.441, -1.246, 1.548], [1.209, -3.870, 3.687], [1.008, -2.292, 4.345], [2.469, -2.617, 3.588], [-1.477, -2.141, -1.260], [-0.171, -1.523, -0.918], [-1.981, -1.600, -2.514], [-1.495, -3.569, -1.294], [-2.182, -1.632, -0.128], [-1.282, 1.091, 2.876], [-0.113, 1.038, 2.013], [-1.927, 0.075, 2.006], [-0.867, 0.656, 4.187], [-1.887, 2.389, 2.802], [1.874, 0.818, -1.269], [1.016, 0.857, -0.421], [2.321, 1.919, -1.733], [2.453, -0.195, -1.710], [1.921, 2.797, -1.434], [2.870, 1.852, -2.577], [3.204, 0.030, -2.346], [2.312, -1.173, -1.501], [-1.631, 1.782, -1.493], [-1.578, 1.127, -0.412], [-2.126, 1.345, -2.636], [-0.955, 2.890, -1.766], [-2.708, 0.524, -2.721], [-1.769, 1.831, -3.446], [-0.941, 3.285, -2.696], [-0.500, 3.264, -0.946]], "nbo_charge": [1.468, -0.706, 0.759, -0.683, -0.756, 0.199, 0.238, 0.190, 2.656, -1.040, -1.106, -1.042, -1.012, 2.636, -1.030, -0.980, -1.024, -1.034, 0.762, -0.613, -0.810, -0.770, 0.407, 0.355, 0.346, 0.454, 0.804, -0.608, -0.810, -0.850, 0.456, 0.351, 0.374, 0.419]}


{"formula": "C4H11N5", "method": "ωB97M-V/def2-TZVPD", "charge": 0, "orbital_gap_ev": 9.44, "multiplicity": 1, "smiles": "[H]/N=C1/C[C@]1(N)N(C)NN", "de_lowest_ev": 3.708, "symbols": ["C", "C", "N", "C", "C", "N", "N", "N", "N", "H", "H", "H", "H", "H", "H", "H", "H", "H", "H", "H"], "coordinates": [[1.088, 0.061, -1.244], [-1.662, -1.061, -0.513], [-1.170, 0.611, 1.134], [1.329, 0.775, 0.012], [0.655, -0.561, 0.107], [-1.393, 1.841, 0.483], [1.388, -1.627, 0.725], [-0.726, -0.580, 0.477], [2.015, 1.706, 0.488], [-0.677, 0.743, 2.012], [-2.203, 1.763, -0.124], [-0.592, 2.159, -0.065], [1.045, -2.530, 0.415], [2.380, -1.553, 0.532], [1.993, 1.783, 1.506], [0.323, 0.424, -1.918], [1.945, -0.357, -1.756], [-1.355, -2.057, -0.827], [-2.638, -1.113, -0.034], [-1.745, -0.427, -1.408]], "nbo_charge": [-0.537, -0.418, -0.344, 0.294, 0.191, -0.659, -0.814, -0.287, -0.589, 0.362, 0.348, 0.331, 0.365, 0.363, 0.346, 0.230, 0.231, 0.202, 0.220, 0.164]}